# 1
Here is a 2-piece molecular cluster, C11H18OS overall from the OMol25 dataset. Energies are from ωB97M-V with the def2-TZVPD basis set.

Output
- Multiplicity: 1
- HOMO-LUMO gap (alpha / beta): 0.2427 / 0.3319 Ha

CARTESIAN COORDINATES (ANGSTROEM)
S: 2.6913 -0.6415 -0.1591
O: 3.3324 0.2476 -1.1115
C: 3.7600 -1.1285 1.0613
C: -1.9862 -0.9447 -1.7384
C: -0.2062 0.1353 -0.6990
C: -2.6818 0.1215 -1.4188
C: -0.6693 -2.1959 0.0542
C: -0.1000 2.5621 0.1358
C: 1.3355 2.6880 0.7115
C: -2.2983 1.2431 -0.3871
C: -0.6411 -1.2052 -1.1628
C: -0.7471 1.2079 -0.2581
C: -0.7425 -1.7316 1.4534
H: -0.1039 -1.6275 -2.0352
H: 1.5280 1.8337 1.2975
H: -3.7062 0.2304 -1.8448
H: 3.9953 -0.2912 1.6863
H: -1.7973 -1.5464 1.7061
H: 2.8469 -1.9059 -0.9092
H: -0.8361 2.9208 0.8095
H: -0.1834 3.2079 -0.8038
H: 3.3241 -2.0083 1.6558
H: 1.4352 3.5492 1.2395
H: -2.1932 -1.8060 -2.3877
H: 0.2638 -2.8921 -0.0271
H: -0.2276 -2.3499 2.1782
H: -1.6083 -2.7553 -0.2160
H: 1.9369 2.7701 -0.2905
H: -2.7633 0.9559 0.5696
H: -2.6683 2.1361 -0.6988
H: -0.2894 -0.7797 1.5892

=====

# 2
Here is one molecule with the formula C5H7NO from the OMol25 dataset. Energies are from ωB97M-V with the def2-TZVPD basis set.

Output
- Multiplicity: 1
- HOMO-LUMO gap: 0.3964 Ha

CARTESIAN COORDINATES (ANGSTROEM)
O: 1.3797 0.3368 -0.4803
N: 1.7507 -1.7366 0.5218
C: -0.4415 -0.6383 0.6049
C: 0.9964 -0.7657 0.2384
C: -0.8648 0.7301 0.1388
C: -1.3686 -0.4889 -0.5727
C: 0.4339 1.3908 -0.2817
H: -0.7790 -1.1027 1.5221
H: 0.4203 2.0019 -1.1885
H: 0.7632 2.0085 0.5653
H: -2.3965 -0.7797 -0.3678
H: 2.6942 -1.5577 0.1762
H: -1.5630 1.3471 0.6948
H: -1.0251 -0.7456 -1.5714

=====

# 3
Here is an isolated ion of composition C7H16N4 and charge +2 from the OMol25 dataset. Energies are from ωB97M-V with the def2-TZVPD basis set.

Output
- Multiplicity: 1
- HOMO-LUMO gap: 0.3561 Ha
- Charge: +2

CARTESIAN COORDINATES (ANGSTROEM)
N: 4.8088 0.3493 0.2300
N: -1.3275 0.6715 -0.0080
N: 0.1948 -0.9944 -0.3359
N: 0.9262 1.1974 -0.3465
C: 0.2411 -3.1362 0.5793
C: 3.4649 0.7588 0.2066
C: -1.7147 2.0197 0.3205
C: -0.6921 -2.1266 0.0058
C: -3.1815 2.1782 0.7069
C: 2.2072 0.9848 -0.2724
C: -0.0824 0.2932 -0.1817
H: 0.9832 -3.5327 -0.1543
H: -1.2896 -1.8355 0.8777
H: 4.7412 -0.2089 1.0838
H: -3.6594 2.5780 -0.2082
H: 5.2405 -0.1990 -0.5263
H: -0.9943 2.4748 0.8914
H: -3.4568 1.2173 1.0964
H: 0.8780 -2.8641 1.5318
H: 5.3833 1.2547 0.1542
H: -3.2840 3.0302 1.5132
H: 1.2033 -1.1439 -0.5622
H: -1.3071 -2.2989 -0.8460
H: -2.0744 -0.1083 -0.2644
H: -0.2532 -4.0425 0.9450
H: -1.5479 2.5856 -0.5803
H: 0.7484 2.1569 -0.7464